{
  "formula": "C36H65AsN3O6SSi4Sn",
  "method": "ωB97M-V with the def2-TZVPD basis set",
  "relative_energy_kj_mol": 136.8,
  "gap_ev": [4.2, 4.2],
  "total_charge": 3,
  "energy_ev": -164138.6779,
  "symbols": ["Sn", "O", "N", "C", "C", "C", "C", "O", "Si", "S", "O", "C", "C", "C", "C", "O", "C", "C", "C", "C", "H", "H", "H", "H", "H", "H", "H", "H", "H", "H", "H", "H", "H", "H", "H", "H", "H", "H", "H", "H", "H", "H", "H", "H", "H", "H", "H", "O", "C", "N", "C", "C", "O", "N", "C", "C", "C", "C", "C", "C", "C", "C", "C", "C", "C", "C", "H", "H", "H", "H", "H", "H", "H", "H", "H", "H", "H", "C", "Si", "C", "C", "As", "Si", "C", "C", "C", "Si", "C", "C", "C", "H", "H", "H", "H", "H", "H", "H", "H", "H", "H", "H", "H", "H", "H", "H", "H", "H", "H", "H", "H", "H", "H", "H", "H", "H", "H", "H"],
  "xyz": [[-0.061, 1.295, 0.260], [-2.789, -0.251, 1.748], [-1.792, -0.431, 1.158], [-4.510, -3.339, 0.619], [-4.582, -3.635, 2.109], [-4.682, -5.127, 2.377], [-5.710, -2.867, 2.775], [-3.346, -3.132, 2.735], [-1.810, -3.451, 2.675], [-1.005, -1.817, 0.915], [-0.892, -2.827, 3.798], [-1.085, -2.353, 5.178], [0.310, -2.277, 5.778], [-1.745, -0.986, 5.126], [-1.951, -3.357, 5.921], [-1.228, -4.635, 1.808], [-0.391, -5.826, 1.998], [-0.303, -6.488, 0.633], [0.983, -5.387, 2.484], [-1.070, -6.724, 3.020], [-5.416, -3.701, 0.134], [-3.650, -3.836, 0.163], [-4.439, -2.263, 0.448], [-5.643, -5.506, 2.031], [-4.608, -5.324, 3.448], [-3.891, -5.670, 1.856], [-6.663, -3.167, 2.341], [-5.577, -1.795, 2.627], [-5.734, -3.076, 3.844], [0.925, -1.561, 5.232], [0.793, -3.254, 5.747], [0.244, -1.958, 6.817], [-1.116, -0.271, 4.591], [-1.893, -0.616, 6.140], [-2.717, -1.043, 4.633], [-1.488, -4.346, 5.909], [-2.943, -3.421, 5.470], [-2.067, -3.053, 6.960], [0.178, -5.818, -0.081], [-1.296, -6.744, 0.263], [0.281, -7.404, 0.705], [1.457, -4.732, 1.750], [1.610, -6.266, 2.626], [0.902, -4.854, 3.432], [-2.050, -7.045, 2.666], [-1.187, -6.195, 3.970], [-0.466, -7.613, 3.195], [0.195, 3.560, 0.782], [-0.292, 3.859, -0.345], [-0.453, 5.040, -0.914], [-0.914, 4.895, -2.307], [-1.020, 3.336, -2.402], [-1.274, 2.686, -3.383], [-0.670, 2.845, -1.170], [0.184, 5.354, -3.275], [1.353, 4.606, -3.398], [2.352, 5.011, -4.269], [2.194, 6.165, -5.024], [1.047, 6.927, -4.879], [0.044, 6.526, -4.007], [-2.274, 5.512, -2.566], [-2.902, 5.282, -3.791], [-4.157, 5.808, -4.038], [-4.799, 6.572, -3.070], [-4.164, 6.831, -1.865], [-2.912, 6.293, -1.607], [-0.236, 5.921, -0.474], [1.484, 3.701, -2.811], [3.262, 4.428, -4.366], [2.965, 6.470, -5.719], [0.925, 7.839, -5.448], [-0.848, 7.127, -3.894], [-2.410, 4.677, -4.541], [-4.641, 5.625, -4.987], [-5.792, 6.958, -3.251], [-4.644, 7.455, -1.123], [-2.433, 6.504, -0.660], [5.537, 1.753, -0.191], [3.865, 2.462, 0.287], [3.449, 2.486, 2.113], [3.536, 4.090, -0.577], [2.275, 0.789, -0.816], [1.923, -0.117, -4.615], [1.164, 1.491, -5.090], [0.923, -1.676, -4.587], [3.722, -0.233, -4.166], [3.091, -1.357, 0.111], [4.934, -1.631, -0.159], [2.241, -2.637, -0.992], [2.674, -1.397, 1.953], [6.304, 2.518, -0.051], [5.563, 1.449, -1.240], [5.817, 0.895, 0.418], [3.988, 3.306, 2.594], [3.734, 1.565, 2.623], [2.383, 2.668, 2.264], [4.245, 4.838, -0.214], [2.531, 4.457, -0.363], [3.657, 4.018, -1.659], [0.297, 1.718, -4.456], [0.790, 1.454, -6.119], [1.868, 2.321, -5.019], [0.333, -1.727, -3.667], [1.545, -2.570, -4.643], [0.217, -1.700, -5.421], [4.109, 0.728, -3.823], [4.317, -0.535, -5.034], [3.886, -0.976, -3.382], [5.309, -1.212, -1.094], [5.110, -2.709, -0.189], [5.541, -1.231, 0.653], [2.482, -2.428, -2.036], [1.158, -2.654, -0.894], [2.621, -3.637, -0.772], [2.508, -0.400, 2.364], [3.508, -1.847, 2.497], [1.790, -1.999, 2.166]],
  "forces_ev_per_angstrom": [[0.08, 1.26, -0.58], [-0.23, 0.41, 0.12], [0.12, 0.99, -0.01], [0.13, 0.07, 0.13], [-0.33, -0.12, -0.17], [0.14, 0.08, 0.09], [0.18, -0.04, 0.01], [-0.07, -0.01, 0.15], [0.13, 0.29, -0.33], [0.52, -1.00, -0.14], [0.13, -0.12, 0.02], [-0.01, 0.15, 0.41], [-0.08, -0.06, -0.14], [0.01, -0.08, -0.16], [0.02, -0.07, -0.20], [-0.14, 0.04, -0.14], [0.32, -0.38, 0.06], [-0.11, 0.11, 0.09], [-0.24, 0.11, 0.01], [-0.06, 0.16, -0.09], [0.01, 0.00, -0.04], [-0.04, -0.04, -0.01], [-0.02, 0.00, -0.02], [0.00, 0.01, -0.03], [-0.02, -0.02, -0.01], [-0.02, -0.02, 0.00], [-0.01, 0.01, 0.01], [-0.04, 0.01, 0.00], [-0.03, 0.01, 0.00], [0.01, 0.00, 0.01], [0.00, 0.01, 0.03], [0.02, 0.01, 0.00], [0.02, -0.01, 0.02], [-0.02, 0.04, 0.00], [-0.02, 0.00, 0.04], [0.01, 0.01, 0.03], [-0.02, 0.01, 0.05], [-0.02, 0.00, 0.01], [0.01, -0.03, -0.02], [0.00, 0.00, 0.00], [0.02, 0.01, -0.01], [0.03, 0.00, -0.03], [0.05, 0.03, 0.00], [0.06, -0.04, 0.01], [-0.01, 0.00, 0.02], [0.00, -0.06, 0.04], [0.01, 0.00, 0.03], [-0.19, -1.07, 0.35], [-0.14, 0.78, -0.50], [0.02, -0.20, 0.17], [0.17, -0.22, -0.40], [-0.07, 0.13, -0.73], [0.00, 0.13, 0.39], [0.05, -1.21, 1.17], [-0.11, 0.10, 0.04], [-0.06, 0.10, -0.04], [0.04, -0.10, 0.05], [0.00, 0.05, -0.01], [-0.02, 0.06, -0.03], [0.02, -0.10, 0.12], [-0.26, 0.07, 0.16], [0.11, -0.06, 0.10], [-0.06, 0.00, 0.01], [0.04, 0.00, 0.06], [-0.12, 0.03, -0.02], [0.23, -0.07, -0.10], [0.10, -0.01, 0.00], [0.01, -0.02, -0.01], [0.00, 0.01, 0.01], [0.01, 0.01, 0.02], [0.01, -0.01, -0.01], [-0.02, 0.00, -0.07], [0.00, 0.02, -0.05], [0.01, -0.03, 0.00], [0.03, 0.07, -0.05], [-0.01, -0.04, 0.02], [-0.07, 0.00, 0.03], [-0.37, -0.07, 0.15], [-0.10, 0.13, -0.09], [0.07, -0.08, -0.29], [-0.13, -0.33, 0.16], [0.60, -0.24, 0.31], [0.02, 0.02, 0.11], [0.26, -0.31, 0.07], [0.20, 0.29, -0.19], [-0.38, 0.18, 0.06], [0.00, -0.47, -0.01], [-0.17, 0.45, 0.00], [0.03, 0.29, 0.29], [-0.05, -0.04, -0.30], [-0.05, 0.09, 0.00], [0.03, 0.05, -0.02], [-0.02, 0.07, -0.01], [0.03, 0.02, -0.03], [0.00, 0.00, -0.03], [0.02, 0.04, 0.01], [0.04, -0.03, 0.04], [0.03, 0.01, -0.01], [0.03, -0.01, 0.00], [-0.01, -0.11, -0.03], [-0.02, -0.12, -0.01], [0.04, -0.07, 0.01], [0.00, 0.07, 0.03], [0.09, 0.06, 0.06], [-0.03, 0.10, 0.02], [-0.04, 0.04, -0.10], [-0.06, -0.04, -0.06], [-0.05, -0.10, -0.09], [0.02, -0.04, -0.01], [-0.12, -0.03, 0.00], [-0.04, 0.01, -0.02], [0.03, -0.01, -0.02], [-0.10, 0.01, -0.01], [0.02, 0.00, 0.06], [0.04, -0.02, 0.00], [0.03, 0.01, -0.02], [-0.08, -0.01, -0.03]],
  "mulliken_charge": [0.73, -0.23, 0.13, -1.40, 1.59, -1.48, -1.62, 0.33, -1.87, 0.01, 1.14, 1.54, -1.57, -1.35, -1.54, 0.31, 1.54, -1.57, -1.11, -1.46, 0.56, 0.21, 0.28, 0.53, 0.37, 0.17, 0.46, 0.33, 0.37, 0.30, 0.37, 0.44, 0.22, 0.51, 0.16, 0.34, 0.25, 0.53, 0.26, 0.36, 0.45, 0.11, 0.57, 0.04, 0.33, 0.22, 0.53, -0.78, -0.15, 0.29, 2.71, -0.11, -0.69, -0.10, -0.40, 0.23, -1.15, -0.80, -0.99, -0.41, -0.87, 0.01, -0.91, -0.46, -0.97, -0.31, 0.36, 1.16, 0.46, 0.44, 0.45, 0.52, 0.43, 0.43, 0.43, 0.45, 0.36, -1.03, 0.26, -0.94, -0.55, 0.17, 0.34, -0.32, -0.96, -0.65, 0.49, -1.34, -0.67, -0.42, 0.45, 0.30, 0.26, 0.45, 0.31, 0.27, 0.54, 0.08, 0.06, 0.04, 0.48, 0.08, 0.32, 0.39, 0.44, 0.25, 0.47, 0.09, 0.39, 0.43, 0.41, 0.11, 0.12, 0.42, 0.18, 0.54, -0.28]
}

=====

{
  "formula": "C36H67FN3O17S6",
  "method": "ωB97M-V with the def2-TZVPD basis set",
  "gap_ev": 7.7,
  "total_charge": 1,
  "energy_ev": -145413.5352,
  "symbols": ["C", "C", "O", "C", "C", "O", "C", "C", "O", "C", "C", "N", "C", "C", "N", "C", "O", "N", "C", "O", "F", "H", "H", "H", "H", "H", "H", "H", "H", "H", "H", "H", "H", "H", "H", "H", "H", "H", "H", "H", "C", "C", "C", "S", "O", "O", "C", "H", "H", "H", "H", "H", "H", "H", "H", "C", "C", "C", "S", "O", "O", "C", "H", "H", "H", "H", "H", "H", "H", "H", "C", "C", "C", "S", "O", "O", "C", "H", "H", "H", "H", "H", "H", "H", "H", "C", "C", "C", "S", "O", "O", "C", "H", "H", "H", "H", "H", "H", "H", "H", "C", "C", "C", "S", "O", "O", "C", "H", "H", "H", "H", "H", "H", "H", "H", "C", "C", "C", "S", "O", "O", "C", "H", "H", "H", "H", "H", "H", "H", "H"],
  "xyz": [[-0.528, 1.401, -0.542], [0.043, 0.720, 0.778], [-0.283, -0.666, 0.926], [-1.676, -0.884, 1.150], [-2.139, -2.108, 0.195], [-0.954, -2.663, -0.376], [-1.206, -3.334, -1.611], [-1.355, -2.265, -2.770], [-0.286, -2.269, -3.742], [0.608, -1.188, -3.563], [0.394, 0.014, -4.553], [1.444, 0.718, -5.128], [0.934, 1.761, -5.942], [-0.534, 1.710, -5.920], [-0.737, 0.621, -5.033], [-2.115, 0.205, -4.660], [-2.785, -0.494, -5.355], [-2.528, 0.691, -3.348], [-3.931, 0.460, -3.104], [-4.606, 1.390, -2.781], [-4.531, -0.763, -3.165], [-1.286, 2.182, -0.224], [0.275, 1.875, -1.187], [-1.057, 0.630, -1.172], [-0.214, 1.330, 1.697], [1.166, 0.767, 0.700], [-2.319, 0.020, 0.937], [-1.886, -1.200, 2.220], [-2.856, -1.678, -0.579], [-2.754, -2.872, 0.767], [-2.168, -3.915, -1.537], [-0.375, -4.046, -1.876], [-2.363, -2.420, -3.268], [-1.435, -1.252, -2.269], [1.651, -1.577, -3.750], [0.614, -0.762, -2.513], [2.422, 0.469, -4.952], [1.573, 2.497, -6.497], [-1.273, 2.347, -6.451], [-2.352, 1.708, -3.402], [-7.131, 5.350, -0.999], [-7.601, 3.914, -1.248], [-6.456, 2.980, -0.843], [-5.531, 3.843, 0.423], [-4.210, 4.133, -0.090], [-5.733, 3.186, 1.693], [-6.498, 5.344, 0.386], [-7.956, 6.061, -1.059], [-6.386, 5.630, -1.750], [-8.480, 3.708, -0.632], [-7.887, 3.758, -2.290], [-6.829, 2.039, -0.440], [-5.784, 2.786, -1.677], [-5.856, 6.204, 0.570], [-7.258, 5.269, 1.166], [-12.815, 3.346, 1.877], [-11.886, 3.578, 3.072], [-10.593, 4.198, 2.535], [-11.046, 5.089, 1.047], [-10.412, 4.450, -0.085], [-10.932, 6.507, 1.287], [-12.772, 4.634, 1.062], [-13.831, 3.107, 2.194], [-12.443, 2.511, 1.276], [-12.362, 4.269, 3.774], [-11.684, 2.652, 3.612], [-10.151, 4.891, 3.249], [-9.866, 3.433, 2.261], [-13.132, 4.510, 0.042], [-13.322, 5.434, 1.561], [4.586, -1.839, 2.984], [5.506, -0.816, 3.655], [4.802, 0.544, 3.594], [3.045, 0.197, 3.568], [2.508, 0.621, 2.293], [2.458, 0.606, 4.820], [3.197, -1.583, 3.555], [4.914, -2.863, 3.173], [4.582, -1.678, 1.901], [5.668, -1.101, 4.697], [6.479, -0.775, 3.174], [5.035, 1.156, 4.462], [5.053, 1.084, 2.681], [2.398, -2.019, 2.955], [3.125, -1.931, 4.586], [9.808, -4.040, 1.084], [8.348, -4.161, 0.638], [7.502, -4.389, 1.894], [8.390, -3.613, 3.244], [8.817, -4.637, 4.163], [7.663, -2.441, 3.683], [9.799, -3.093, 2.278], [10.447, -3.667, 0.282], [10.184, -5.021, 1.387], [8.039, -3.233, 0.149], [8.211, -4.971, -0.080], [6.516, -3.936, 1.804], [7.404, -5.451, 2.123], [10.704, -3.153, 2.881], [9.625, -2.063, 1.962], [-0.645, -5.605, -5.905], [-1.112, -7.042, -6.155], [0.023, -7.976, -5.723], [0.926, -7.107, -4.443], [2.253, -6.818, -4.930], [0.698, -7.754, -3.175], [-0.038, -5.605, -4.507], [-1.467, -4.892, -5.985], [0.115, -5.331, -6.643], [-2.004, -7.245, -5.555], [-1.378, -7.204, -7.201], [-0.357, -8.914, -5.321], [0.711, -8.176, -6.544], [0.602, -4.745, -4.316], [-0.814, -5.674, -3.742], [8.774, 4.244, 5.775], [9.507, 3.081, 5.099], [8.488, 2.342, 4.226], [7.261, 3.559, 3.750], [5.999, 3.198, 4.351], [7.387, 3.837, 2.339], [7.961, 4.916, 4.675], [9.468, 4.943, 6.243], [8.107, 3.859, 6.551], [10.313, 3.474, 4.472], [9.959, 2.410, 5.830], [8.950, 1.927, 3.331], [7.982, 1.553, 4.783], [7.165, 5.554, 5.057], [8.604, 5.482, 3.999]],
  "forces_ev_per_angstrom": [[-0.69, -0.06, 0.45], [1.39, 0.85, -0.52], [-0.99, 1.23, 0.13], [-0.66, -1.19, 0.07], [-0.50, 1.11, 0.46], [-0.67, -0.69, -0.61], [-0.39, 0.26, -0.55], [-1.61, 0.00, 0.99], [0.02, 1.27, 0.51], [0.54, 0.12, 0.06], [0.72, 1.46, -1.27], [-2.64, 0.15, -0.04], [-2.60, 0.10, -0.15], [5.54, -1.04, 0.94], [-0.79, -0.21, 0.48], [-0.94, -1.12, 1.09], [1.00, 0.73, 0.24], [0.14, -1.04, -3.15], [-2.05, 1.63, 0.87], [0.76, -0.97, -0.40], [2.31, 1.06, -0.23], [0.82, -0.74, -0.77], [-0.81, -0.44, 0.91], [0.46, 0.71, 0.65], [0.04, -0.76, -0.98], [-1.38, -0.28, 0.27], [0.80, -0.86, 0.14], [0.49, 0.51, -1.08], [0.93, -0.53, 0.49], [0.90, 0.67, -0.56], [0.89, 0.36, -0.13], [-0.67, 0.78, 0.57], [1.41, 0.05, 0.02], [0.30, -1.15, -0.51], [-0.97, 0.54, 0.00], [-0.20, -0.46, -1.00], [-0.54, 0.36, -0.27], [-0.65, -1.12, 0.78], [0.52, -0.93, 0.76], [-0.34, -0.43, 1.05], [-0.02, -0.01, -0.17], [-0.17, -0.08, 0.12], [-0.23, -0.13, -0.46], [-0.48, 0.10, 0.08], [0.10, -0.20, 0.20], [0.43, -0.02, -0.08], [-0.16, 0.38, -0.14], [0.03, -0.06, 0.04], [-0.01, 0.05, 0.07], [0.18, 0.09, -0.16], [0.02, -0.02, 0.06], [0.20, 0.03, 0.07], [-0.04, 0.11, 0.29], [0.08, -0.14, 0.10], [0.08, -0.05, -0.01], [0.06, -0.12, 0.01], [-0.13, -0.02, 0.12], [0.13, -0.28, 0.42], [-0.40, 0.17, 0.32], [-0.03, 0.30, 0.05], [0.29, -0.13, -0.35], [-0.38, -0.25, -0.02], [0.06, 0.01, -0.04], [-0.06, 0.05, 0.00], [0.03, -0.03, -0.05], [0.01, 0.08, -0.02], [0.07, 0.04, -0.20], [-0.01, 0.10, -0.09], [0.14, 0.13, -0.01], [0.10, 0.02, -0.06], [0.12, 0.02, -0.06], [-0.20, 0.26, 0.00], [0.32, -0.20, 0.02], [0.40, -0.10, 0.42], [0.06, 0.07, 0.33], [-0.29, 0.14, -0.36], [0.02, -0.47, -0.20], [-0.03, 0.06, 0.03], [-0.05, -0.02, 0.03], [0.03, -0.02, -0.10], [-0.16, 0.10, 0.08], [-0.23, 0.09, -0.16], [-0.15, 0.05, 0.07], [-0.09, 0.17, 0.07], [-0.03, 0.10, -0.03], [0.00, -0.12, -0.04], [0.02, 0.05, -0.15], [-0.25, -0.18, -0.43], [0.17, 0.06, -0.08], [-0.18, 0.23, 0.09], [0.42, -0.61, 0.24], [0.33, 0.05, -0.29], [-0.02, -0.03, 0.06], [0.02, 0.08, 0.00], [0.02, -0.04, 0.04], [-0.02, 0.05, 0.05], [0.05, -0.04, 0.18], [0.04, 0.09, 0.13], [-0.15, 0.02, 0.13], [-0.03, -0.04, 0.08], [0.00, 0.02, -0.11], [-0.15, 0.03, -0.02], [-0.31, -0.20, -0.39], [-0.16, -0.16, 0.14], [-0.04, -0.03, 0.21], [0.33, 0.11, -0.09], [-0.21, 0.38, -0.16], [0.05, -0.02, 0.00], [-0.02, 0.02, 0.06], [0.06, 0.02, -0.03], [0.01, -0.02, 0.08], [0.20, 0.04, 0.07], [0.07, 0.04, 0.14], [0.06, -0.14, 0.09], [0.08, -0.07, 0.00], [-0.01, -0.09, 0.10], [0.16, 0.05, 0.05], [0.37, -0.35, 0.16], [0.28, 0.28, -0.01], [0.08, 0.16, -0.26], [-0.36, -0.17, 0.07], [0.18, 0.26, 0.32], [-0.06, -0.03, -0.02], [0.02, 0.07, -0.03], [-0.06, -0.01, 0.03], [-0.03, 0.02, -0.07], [-0.21, 0.02, -0.03], [-0.08, 0.08, -0.07], [-0.08, -0.09, -0.16], [-0.09, -0.06, -0.04]],
  "mulliken_charge": [-0.31, -0.29, -0.33, -0.43, -0.22, -0.38, -0.65, 1.48, -0.38, -0.44, 0.40, -0.04, -0.52, -0.12, 0.39, -0.09, -0.42, 0.08, 0.51, -0.54, -0.20, 0.34, 0.29, -0.31, 0.38, 0.14, 0.23, 0.35, 0.06, 0.41, 0.34, 0.18, 0.37, -1.41, 0.46, 0.20, 0.27, 0.37, 0.44, 0.36, -0.68, -0.45, -0.29, 1.16, -0.66, -0.70, -0.65, 0.38, 0.34, 0.07, 0.41, 0.47, 0.09, 0.43, 0.23, -0.54, -0.69, -0.56, 1.16, -0.66, -0.71, -0.78, 0.35, 0.29, 0.29, 0.33, 0.41, 0.31, 0.39, 0.35, -0.55, -0.40, -0.64, 1.17, -0.59, -0.73, -0.83, 0.23, 0.30, 0.31, 0.33, 0.26, 0.34, 0.41, 0.39, -0.61, -0.74, -0.27, 0.99, -0.68, -0.57, -0.67, 0.35, 0.31, 0.29, 0.36, 0.05, 0.41, 0.39, 0.34, -0.66, -0.70, -0.68, 1.20, -0.68, -0.67, -0.21, 0.29, 0.36, 0.31, 0.36, 0.36, 0.37, 0.23, 0.12, -0.59, -0.71, -0.44, 1.16, -0.62, -0.71, -0.73, 0.35, 0.29, 0.30, 0.34, 0.37, 0.24, 0.40, 0.35]
}